# 1
This record from the Open Molecules 2025 dataset describes the molecule C14H19BClI2N4O4P in a non-equilibrium geometry. The level of theory is wB97M-V/def2-TZVPD.

Properties
* highest occupied orbital energy: -8.626 eV
* E: -67651.53339 eV
* maximum force: 9.21 eV Å⁻¹
* lowest unoccupied orbital energy: -1.88 eV
* orbital gap: 6.750 eV

Each line ends with the Mulliken charge.
Geometry (Å):
C1 1.0859 3.5725 0.4551  -0.900
B1 0.8269 2.4107 -0.6855  0.554
O1 1.1580 2.7243 -2.1192  -0.703
C2 0.1761 0.9051 -0.3725  0.460
C3 1.1583 -0.3798 -0.7834  0.152
C4 2.6756 -0.2221 -1.4079  -1.153
C5 3.7251 -0.1106 -0.1359  0.783
N1 2.9120 -0.3331 1.1461  -0.547
N2 4.3765 1.2478 0.0081  -0.704
N3 4.8016 -1.1882 -0.1326  -0.821
C6 0.5338 -1.8725 -0.5253  0.005
C7 -0.9669 -2.0659 0.1045  -0.503
C8 -1.9556 -0.8003 0.5403  1.022
C9 -3.4114 -1.1615 1.2017  -1.171
I1 -3.6691 -0.3258 3.2558  0.126
C10 -4.7078 -0.8546 0.2476  -0.215
C11 -4.3731 -0.0975 -1.1662  -0.926
I2 -6.2219 0.2839 1.3645  0.059
C12 -1.3421 0.7052 0.2960  0.242
P1 -2.3318 2.2684 0.7629  0.484
O2 -2.5422 3.0901 -0.6074  -0.690
C13 -1.1977 -3.6864 0.1869  0.257
O3 -2.3064 -4.4369 0.1630  -0.541
N4 0.2642 -4.1759 0.2515  -0.314
Cl1 0.7655 -3.3370 1.7155  0.017
C14 1.1251 -3.3838 -0.7525  0.316
O4 2.1041 -3.8147 -1.5590  -0.522
H1 1.1296 3.1223 1.5434  0.279
H2 2.1008 4.1040 0.1664  0.263
H3 0.2088 4.3674 0.3188  0.362
H4 0.5428 3.4792 -2.4287  0.327
H5 2.7846 0.6470 -2.1907  0.174
H6 2.9277 -1.2548 -1.9421  0.344
H7 3.1073 0.4089 1.8545  0.210
H8 3.1501 -1.2758 1.5746  0.230
H9 3.6522 1.9576 0.2616  0.196
H10 4.8232 1.4497 -0.9178  0.328
H11 4.3836 -2.1513 -0.0069  0.328
H12 5.3833 -0.9896 0.7335  0.306
H13 -3.4069 -2.3424 1.3789  0.414
H14 -5.2045 -1.8996 -0.0440  0.429
H15 -3.4850 -0.5517 -1.7787  0.273
H16 -4.2853 1.0747 -0.9997  0.268
H17 -5.3412 -0.2329 -1.8518  0.338
H18 -1.4838 3.0949 1.5861  0.117
H19 -3.6499 2.0309 1.2907  0.044

Forces on the atoms, in the same order (eV/Å):
C 0.10 -0.02 -0.36
B -0.40 0.64 -1.66
O -2.30 0.57 2.55
C -0.81 -3.53 0.41
C -3.76 -1.14 0.90
C -0.36 -1.53 0.35
C -0.44 -0.47 1.85
N 0.77 -0.06 0.33
N -0.62 -1.35 -1.08
N -0.43 0.75 0.46
C -2.15 2.84 0.02
C 0.42 2.83 -1.00
C 3.56 -0.14 -1.36
C 0.89 -1.53 -0.98
I 1.61 -0.82 -0.40
C 0.56 -1.03 -1.46
C -1.51 0.53 -0.32
I -0.44 -0.35 -1.62
C 2.40 -4.09 -0.34
P 0.23 2.35 -5.91
O 0.77 -2.32 4.02
C -4.58 -0.73 -0.74
O 7.74 4.93 0.31
N -0.25 -0.16 -0.82
Cl 0.57 -1.26 1.01
C 3.28 0.86 -3.53
O -6.72 2.53 5.76
H -0.16 1.17 -2.12
H -2.05 -0.91 0.77
H 1.85 -1.58 0.50
H 1.60 -1.59 0.79
H -0.41 -1.64 1.76
H -0.71 2.25 0.98
H 0.00 -0.96 -0.85
H -0.32 1.86 -0.78
H 0.86 -0.79 -0.69
H -0.69 0.20 1.23
H 0.40 1.58 -0.34
H -0.96 -0.30 -1.47
H 0.14 2.75 -0.33
H 1.08 2.36 0.95
H -1.51 0.89 1.54
H 0.23 -2.53 -0.47
H 2.07 0.29 1.55
H -0.66 -0.99 0.25
H 1.11 -0.36 0.34

# 2
This record from the Open Molecules 2025 dataset describes a 2-piece molecular cluster, C3H7NO2 overall in a non-equilibrium geometry. The level of theory is wB97M-V/def2-TZVPD.

Properties
* energy relative to the best compared isomer or geometry (same formula, charge and spin): 68.14 kcal per mole
* highest occupied orbital energy: -6.688 eV
* E: -8807.57419 eV
* maximum force: 1.78 eV Å⁻¹
* lowest unoccupied orbital energy: 0.40 eV
* orbital gap: 7.088 eV

Each line ends with the Mulliken charge.
Geometry (Å):
C1 1.2145 -0.4787 2.3952  0.709
C2 -1.3770 -0.5308 -0.7595  -1.120
C3 -0.5444 0.4547 0.0382  -0.496
N1 0.7802 0.6009 -0.7645  -0.415
O1 1.1148 -1.5795 2.0966  -0.373
O2 1.3778 0.6114 2.7100  -0.373
H1 -1.5085 -0.2716 -1.8276  0.319
H2 -0.9409 -1.5320 -0.7141  0.289
H3 -2.3652 -0.5826 -0.3115  0.297
H4 -1.0125 1.4552 -0.0725  0.185
H5 0.6627 0.8738 -1.7601  0.319
H6 1.2350 -0.3127 -0.7366  0.330
H7 1.3635 1.2919 -0.2935  0.329

Forces on the atoms, in the same order (eV/Å):
C -0.26 0.36 -0.20
C 0.37 0.18 0.07
C -0.14 0.30 -0.02
N -0.44 0.09 -0.10
O -0.12 -1.74 -0.39
O 0.32 1.43 0.56
H -0.05 -0.03 -0.07
H -0.09 -0.15 -0.03
H -0.12 -0.08 0.01
H 0.30 -0.28 0.10
H 0.17 -0.14 0.25
H 0.07 0.28 -0.03
H -0.01 -0.23 -0.13

# 3
This record from the Open Molecules 2025 dataset describes a 2-piece molecular cluster, C27H39N4O3S2 overall in a non-equilibrium geometry. The level of theory is wB97M-V/def2-TZVPD.

Properties
* energy relative to the best compared isomer or geometry (same formula, charge and spin): 328.63 kcal per mole
* highest occupied orbital energy: -9.389 eV
* net charge: +1
* E: -62386.36374 eV
* maximum force: 6.81 eV Å⁻¹
* lowest unoccupied orbital energy: -2.38 eV
* orbital gap: 7.005 eV

Each line ends with the Mulliken charge.
Geometry (Å):
C1 0.8091 3.1076 -2.1900  -0.491
C2 2.0676 2.1866 -2.1331  -0.563
C3 1.8321 0.7386 -1.5796  -0.513
C4 0.4290 0.2488 -1.0725  0.727
C5 -0.8147 1.1645 -1.0933  -0.023
C6 -0.5904 2.6111 -1.6849  -0.627
N1 -2.1730 0.8708 -0.6203  -0.063
C7 -2.4999 -0.5564 -0.4976  0.431
C8 -4.0367 -0.9057 -0.4237  -0.752
C9 -4.5421 -2.3815 -0.2435  -0.485
C10 -3.5580 -3.5844 -0.1088  -0.634
C11 -2.0314 -3.2364 -0.2079  -0.177
C12 -1.0135 -4.4931 -0.1215  -0.668
C13 -0.8472 -5.1005 -1.6273  -0.637
C14 0.6183 -4.7883 -2.2250  -0.229
C15 1.8080 -5.5908 -1.4743  -0.644
C16 2.7507 -4.6332 -0.5697  -0.119
C17 3.9297 -3.9253 -1.3934  -0.531
C18 5.1521 -4.9368 -1.7633  -0.617
S1 6.4367 -3.9901 -2.7713  -0.138
C19 5.4696 -3.5234 -4.2833  0.377
N2 5.1239 -2.2478 -4.8271  -0.268
N3 4.3622 -2.6110 -5.9248  -0.283
C20 4.2505 -4.0402 -6.0362  0.032
O1 4.9830 -4.6579 -4.9770  -0.211
C21 -1.5329 -1.7555 -0.3827  0.503
S2 0.2978 -1.4778 -0.4389  -0.075
H1 0.9701 4.1663 -2.6104  0.306
H2 3.1154 2.5315 -2.4654  0.346
H3 2.7609 0.0557 -1.5307  0.272
H4 -1.4406 3.3718 -1.7645  0.256
H5 -2.8244 1.2749 -1.3234  0.415
H6 -4.8509 -0.0954 -0.4797  0.263
H7 -5.6618 -2.6409 -0.1769  0.289
H8 -3.9684 -4.6323 0.0488  0.326
H9 -1.4656 -5.2768 0.5814  0.428
H10 -0.0088 -4.1239 0.2733  0.270
H11 -1.5985 -4.5120 -2.2776  0.391
H12 -1.1411 -6.2074 -1.6960  0.328
H13 0.8802 -3.6637 -2.1441  -0.021
H14 0.6081 -5.0858 -3.3274  0.334
H15 2.4776 -6.0735 -2.2855  0.249
H16 1.3990 -6.4707 -0.8409  0.366
H17 3.1089 -5.2595 0.3236  0.367
H18 2.0856 -3.7982 -0.1184  -0.082
H19 3.5195 -3.3983 -2.3391  0.266
H20 4.3955 -3.0731 -0.7592  0.292
H21 5.6837 -5.3490 -0.8431  0.394
H22 4.7538 -5.8542 -2.3435  0.276
H23 3.6867 -4.6809 -6.7842  0.345
C22 0.0072 1.9643 2.1271  -0.508
O2 -0.8955 2.6266 3.0076  -0.397
C23 -0.2212 3.5024 3.9103  -0.514
C24 -1.2932 4.4377 4.4691  -0.666
N4 -2.2658 4.7203 3.3656  -0.064
C25 -1.9271 5.8139 2.4010  -0.607
C26 -2.3991 7.1342 3.0129  -0.571
O3 -3.6220 6.8376 3.6927  -0.406
C27 -3.9507 7.8188 4.6700  -0.751
H24 0.6888 1.3211 2.6867  0.333
H25 -0.5831 1.3556 1.4422  -0.039
H26 0.5642 2.6998 1.5390  0.371
H27 0.5368 4.0859 3.3746  0.360
H28 0.2559 2.9319 4.7110  0.435
H29 -0.8980 5.3769 4.8603  0.274
H30 -1.8754 3.9358 5.2444  0.434
H31 -3.1884 4.9681 3.7541  0.455
H32 -2.3820 3.8261 2.8628  0.435
H33 -2.4980 5.5874 1.4975  0.426
H34 -0.8598 5.7920 2.1749  0.265
H35 -2.5710 7.8890 2.2402  0.452
H36 -1.6518 7.5026 3.7243  0.372
H37 -3.1468 7.9004 5.4077  0.340
H38 -4.8539 7.4874 5.1833  0.271
H39 -4.1354 8.7879 4.1944  0.300

Forces on the atoms, in the same order (eV/Å):
C 0.10 -3.19 1.26
C -4.12 -1.72 1.57
C -1.89 2.55 -0.22
C -0.08 2.76 -1.08
C 3.62 2.51 -1.96
C 3.19 -1.60 -0.04
N 1.49 -1.72 -1.41
C -2.80 -4.09 0.68
C 1.77 -2.97 0.34
C 3.38 0.25 0.02
C 1.39 5.10 -0.75
C -2.18 1.09 0.33
C -0.72 0.86 -0.72
C 0.10 1.25 -0.23
C 0.18 -0.53 0.30
C 0.38 -0.08 -0.35
C -0.82 -0.03 0.00
C 0.61 -0.02 0.64
C -1.56 0.07 -0.44
S -1.38 0.14 -0.94
C -0.43 1.11 -0.05
N 0.30 -6.76 0.81
N -0.55 -4.81 -0.72
C 1.42 4.00 1.96
O -0.92 4.22 -1.23
C -2.96 -0.18 -0.06
S -1.15 1.18 -0.26
H -0.63 -1.86 0.78
H -2.03 -0.67 0.58
H -1.94 0.98 -0.03
H 1.19 -1.43 0.20
H 0.55 -0.31 0.88
H 1.62 -1.25 0.05
H 1.95 0.83 -0.17
H 0.89 1.57 -0.26
H 0.72 1.29 -0.92
H -1.35 -0.71 -0.40
H 1.10 -1.10 0.91
H 0.69 1.57 0.23
H -0.74 -1.77 -0.25
H 0.03 0.51 1.44
H -1.04 0.68 1.30
H 0.55 1.53 -0.98
H -0.08 1.03 -1.34
H 1.11 -1.30 -0.71
H 0.61 -1.10 1.37
H -0.79 -1.40 -0.95
H -0.58 0.85 -1.19
H 0.78 1.57 0.76
H 0.97 1.16 1.22
C -0.02 -0.26 -0.29
O 0.27 0.42 0.47
C -0.35 -0.08 -0.50
C -0.30 -0.30 0.02
N -0.39 -0.25 -0.05
C -0.45 -0.10 -0.10
C -0.29 -0.31 0.35
O 0.49 0.16 -0.22
C -0.21 0.10 0.10
H 0.05 0.03 -0.01
H 0.02 0.09 0.22
H 0.08 -0.06 0.02
H 0.07 -0.13 0.00
H 0.04 0.15 0.02
H -0.01 -0.15 -0.07
H 0.13 0.08 0.00
H 0.29 0.23 0.02
H 0.37 0.11 0.03
H 0.17 0.08 0.04
H -0.15 0.04 0.04
H 0.18 -0.07 0.03
H -0.08 0.11 0.01
H 0.01 0.12 -0.06
H 0.06 0.02 -0.17
H 0.05 -0.09 0.12